Below is a 9-piece molecular cluster, C36H99N9O9 overall, with properties calculated with wB97M-V/def2-TZVPD.

- DFT total energy (a.u.) = -2599.645057
- SMILES = COC[C@H](C)N.COC[C@H](C)N.COC[C@H](C)N.COC[C@H](C)N.COC[C@H](C)N.COC[C@H](C)N.COC[C@H](C)N.COC[C@H](C)N.COC[C@H](C)N
- HOMO level (eV) = -7.3008
- LUMO level (eV) = 0.28
- energy above the lowest of the compared OMol25 structures with the same formula, charge and spin (eV) = 32.365
- total charge = 0

Each atom is followed by the atoms it is bonded to, with distances in Å.
Element x y z (Å)
1 C 4.70670 -4.08588 -0.98199  C2 1.479, H7 1.090, H8 1.090, H9 1.090
2 C 3.36952 -3.45724 -1.04278  C1 1.479, C3 1.552, N6 1.424, H10 1.090
3 C 3.36815 -2.06530 -1.72868  C2 1.552, O4 1.398, H11 1.090, H12 1.090
4 O 3.94364 -2.19851 -2.99623  C3 1.398, C5 1.420
5 C 4.21926 -1.02394 -3.74523  O4 1.420, H13 1.090, H14 1.090, H15 1.090
6 N 2.54837 -4.24648 -1.89678  C2 1.424, H16 1.010, H17 1.010
7 H 5.30231 -3.87202 -1.86947  C1 1.090
8 H 4.70354 -5.15574 -0.77341  C1 1.090
9 H 5.25743 -3.84527 -0.07264  C1 1.090
10 H 2.98400 -3.48631 -0.02366  C2 1.090
11 H 3.96068 -1.37446 -1.12888  C3 1.090
12 H 2.38306 -1.64007 -1.92073  C3 1.090
13 H 3.37262 -0.33747 -3.73668  C5 1.090
14 H 4.33236 -1.39753 -4.76294  C5 1.090
15 H 5.07383 -0.50806 -3.30745  C5 1.090
16 H 1.55929 -4.05468 -1.82597  N6 1.010
17 H 2.71654 -3.97379 -2.85463  N6 1.010
18 C -5.60066 -3.66549 -2.38129  C19 1.568, H24 1.090, H25 1.090, H26 1.090
19 C -4.09738 -3.28572 -2.14853  C18 1.568, C20 1.574, N23 1.502, H27 1.090
20 C -3.89457 -1.79814 -1.67728  C19 1.574, O21 1.436, H28 1.090, H29 1.090
21 O -2.69449 -1.45424 -0.96859  C20 1.436, C22 1.437
22 C -2.39231 -0.05464 -0.84430  O21 1.437, H30 1.090, H31 1.090, H32 1.090
23 N -3.60748 -4.19051 -1.05451  C19 1.502, H33 1.010, H34 1.010
24 H -6.21830 -3.37934 -1.52997  C18 1.090
25 H -5.80668 -4.72026 -2.56327  C18 1.090
26 H -5.99642 -3.09679 -3.22274  C18 1.090
27 H -3.53372 -3.52921 -3.04915  C19 1.090
28 H -4.61548 -1.72994 -0.86259  C20 1.090
29 H -4.11785 -1.11670 -2.49820  C20 1.090
30 H -2.15058 0.54680 -1.72062  C22 1.090
31 H -1.60169 -0.07522 -0.09424  C22 1.090
32 H -3.11566 0.40820 -0.17299  C22 1.090
33 H -3.34412 -5.09426 -1.42054  N23 1.010
34 H -2.83545 -3.74145 -0.58289  N23 1.010
35 C -3.73946 -5.17989 1.75154  C36 1.547, H41 1.090, H42 1.090, H43 1.090
36 C -3.74049 -3.63477 1.67558  C35 1.547, C37 1.572, N40 1.466, H44 1.090
37 C -2.40735 -3.04933 1.08223  C36 1.572, O38 1.475, H45 1.090, H46 1.090
38 O -1.20234 -3.52226 1.78867  C37 1.475, C39 1.443
39 C -0.02199 -2.85057 1.30095  O38 1.443, H47 1.090, H48 1.090, H49 1.090
40 N -4.95958 -3.25667 0.95448  C36 1.466, H50 1.010, H51 1.010
41 H -4.72779 -5.62899 1.84966  C35 1.090
42 H -3.20529 -5.55615 2.62401  C35 1.090
43 H -3.32351 -5.63004 0.85018  C35 1.090
44 H -3.82478 -3.23182 2.68485  C36 1.090
45 H -2.43553 -1.96090 1.13325  C37 1.090
46 H -2.29521 -3.34436 0.03893  C37 1.090
47 H -0.03886 -1.76368 1.22033  C39 1.090
48 H 0.18006 -3.20021 0.28852  C39 1.090
49 H 0.78727 -3.13510 1.97345  C39 1.090
50 H -4.67253 -3.39856 -0.00342  N40 1.010
51 H -5.24364 -2.29137 1.04169  N40 1.010
52 C 5.68466 -0.48228 2.42613  C53 1.629, H58 1.090, H59 1.090, H60 1.090
53 C 6.36839 0.79711 3.16782  C52 1.629, C54 1.473, N57 1.443, H61 1.090
54 C 6.49196 0.70866 4.63266  C53 1.473, O55 1.446, H62 1.090, H63 1.090
55 O 7.25160 1.83630 5.12540  C54 1.446, C56 1.387
56 C 6.57582 2.62807 6.04153  O55 1.387, H64 1.090, H65 1.090, H66 1.090
57 N 7.64932 0.92883 2.51558  C53 1.443, H67 1.010, H68 1.010
58 H 4.64042 -0.17159 2.45988  C52 1.090
59 H 5.91233 -1.38011 3.00072  C52 1.090
60 H 5.87820 -0.68208 1.37223  C52 1.090
61 H 5.85419 1.75661 3.11258  C53 1.090
62 H 7.16022 -0.09901 4.93131  C54 1.090
63 H 5.56095 0.44964 5.13686  C54 1.090
64 H 7.27508 3.41312 6.32933  C56 1.090
65 H 6.45435 2.06912 6.96937  C56 1.090
66 H 5.61468 3.04785 5.74475  C56 1.090
67 H 8.23398 0.14518 2.76888  N57 1.010
68 H 8.19717 1.66134 2.94383  N57 1.010
69 C 2.55543 1.28607 -2.07643  C70 1.585, H75 1.090, H76 1.090, H77 1.090
70 C 1.56718 2.31810 -2.76266  C69 1.585, C71 1.508, N74 1.390, H78 1.090
71 C 1.05253 1.63953 -4.00735  C70 1.508, O72 1.391, H79 1.090, H80 1.090
72 O 2.02195 1.46799 -4.99019  C71 1.391, C73 1.430
73 C 1.45973 1.00931 -6.22269  O72 1.430, H81 1.090, H82 1.090, H83 1.090
74 N 0.60589 2.65439 -1.81665  C70 1.390, H84 1.010, H85 1.010
75 H 2.91599 1.76935 -1.16839  C69 1.090
76 H 3.25727 0.90433 -2.81790  C69 1.090
77 H 1.98016 0.41176 -1.77186  C69 1.090
78 H 2.08741 3.13516 -3.26252  C70 1.090
79 H 0.27441 2.31366 -4.36538  C71 1.090
80 H 0.60947 0.65507 -3.85690  C71 1.090
81 H 2.31737 0.85766 -6.87809  C73 1.090
82 H 0.74690 1.66242 -6.72610  C73 1.090
83 H 0.81117 0.15690 -6.02051  C73 1.090
84 H -0.04305 3.28533 -2.26485  N74 1.010
85 H 1.00711 3.30605 -1.15752  N74 1.010
86 C -0.85611 0.57820 0.97059  C87 1.509, H92 1.090, H93 1.090, H94 1.090
87 C 0.36538 0.97756 0.17883  C86 1.509, C88 1.574, N91 1.467, H95 1.090
88 C 1.70055 0.26186 0.60606  C87 1.574, O89 1.434, H96 1.090, H97 1.090
89 O 2.81050 0.70660 -0.18514  C88 1.434, C90 1.435
90 C 4.09113 0.55748 0.44408  O89 1.435, H98 1.090, H99 1.090, H100 1.090
91 N -0.06209 0.77289 -1.20916  C87 1.467, H101 1.010, H102 1.010
92 H -0.75758 1.10449 1.92002  C86 1.090
93 H -0.97413 -0.49429 1.12524  C86 1.090
94 H -1.84840 0.86861 0.62548  C86 1.090
95 H 0.41990 2.04257 0.40437  C87 1.090
96 H 1.60391 -0.82064 0.52262  C88 1.090
97 H 1.80124 0.46573 1.67208  C88 1.090
98 H 4.18282 -0.52370 0.54782  C90 1.090
99 H 4.28039 0.82802 1.48287  C90 1.090
100 H 4.98367 0.77166 -0.14379  C90 1.090
101 H -0.56266 1.63023 -1.39496  N91 1.010
102 H 0.67663 0.87839 -1.88980  N91 1.010
103 C -6.64266 1.67443 -3.33976  C104 1.558, H109 1.090, H110 1.090, H111 1.090
104 C -5.37223 1.57128 -2.44342  C103 1.558, C105 1.539, N108 1.451, H112 1.090
105 C -5.24581 2.56922 -1.27846  C104 1.539, O106 1.443, H113 1.090, H114 1.090
106 O -4.08473 2.33734 -0.45368  C105 1.443, C107 1.470
107 C -2.71160 2.62375 -0.89259  O106 1.470, H115 1.090, H116 1.090, H117 1.090
108 N -5.12692 0.19884 -2.04289  C104 1.451, H118 1.010, H119 1.010
109 H -6.78837 1.04783 -4.21966  C103 1.090
110 H -6.57780 2.63335 -3.85395  C103 1.090
111 H -7.57755 1.92297 -2.83744  C103 1.090
112 H -4.58832 1.79714 -3.16632  C104 1.090
113 H -6.15314 2.62051 -0.67661  C105 1.090
114 H -5.00251 3.53897 -1.71262  C105 1.090
115 H -2.47637 3.65309 -0.62199  C107 1.090
116 H -2.49870 2.45928 -1.94887  C107 1.090
117 H -1.93416 2.03076 -0.41089  C107 1.090
118 H -4.74678 0.31377 -1.11424  N108 1.010
119 H -4.37079 -0.26339 -2.52736  N108 1.010
120 C 1.17122 3.87377 0.71169  C121 1.515, H126 1.090, H127 1.090, H128 1.090
121 C 2.66217 3.95037 0.97016  C120 1.515, C122 1.543, N125 1.471, H129 1.090
122 C 2.98202 3.36186 2.35999  C121 1.543, O123 1.383, H130 1.090, H131 1.090
123 O 4.29419 3.63188 2.70234  C122 1.383, C124 1.427
124 C 4.77218 3.30812 4.00681  O123 1.427, H132 1.090, H133 1.090, H134 1.090
125 N 3.37200 3.15710 -0.04561  C121 1.471, H135 1.010, H136 1.010
126 H 0.69762 4.58222 1.39133  C120 1.090
127 H 0.84632 2.91981 1.12703  C120 1.090
128 H 0.85048 3.94292 -0.32774  C120 1.090
129 H 2.92235 5.00355 0.86418  C121 1.090
130 H 2.75500 2.31337 2.55294  C122 1.090
131 H 2.34829 3.91088 3.05646  C122 1.090
132 H 4.50084 4.21037 4.55492  C124 1.090
133 H 5.85648 3.21477 4.06754  C124 1.090
134 H 4.45049 2.33152 4.36858  C124 1.090
135 H 3.00418 2.22195 0.05594  N125 1.010
136 H 4.33397 3.04230 0.23992  N125 1.010
137 C -5.86591 -0.66290 0.32658  C138 1.491, H143 1.090, H144 1.090, H145 1.090
138 C -5.96535 0.08416 1.61268  C137 1.491, C139 1.601, N142 1.468, H146 1.090
139 C -4.63291 0.04359 2.49982  C138 1.601, O140 1.373, H147 1.090, H148 1.090
140 O -3.55399 -0.27897 1.71388  C139 1.373, C141 1.451
141 C -2.33995 -0.45291 2.48999  O140 1.451, H149 1.090, H150 1.090, H151 1.090
142 N -6.34232 1.46858 1.30429  C138 1.468, H152 1.010, H153 1.010
143 H -6.86768 -0.59422 -0.09749  C137 1.090
144 H -5.65810 -1.70867 0.55304  C137 1.090
145 H -5.07365 -0.23822 -0.28993  C137 1.090
146 H -6.77973 -0.41848 2.13444  C138 1.090
147 H -4.66923 -0.64441 3.34447  C139 1.090
148 H -4.46330 1.04112 2.90513  C139 1.090
149 H -1.56460 -0.53699 1.72850  C141 1.090
150 H -2.37747 -1.35369 3.10258  C141 1.090
151 H -2.19301 0.44234 3.09418  C141 1.090
152 H -5.61754 1.93638 0.77898  N142 1.010
153 H -7.14943 1.43625 0.69797  N142 1.010